Entry 1:
The following is a DFT calculation (wB97M-V/def2-TZVPD) of an isolated ion of composition C7H10Br2NO and charge +1.

Last column: Löwdin charge in e.
CARTESIAN COORDINATES (ANGSTROEM)
C -0.531 -0.942 -1.570  0.065
C -0.435 -1.415 -0.164  -0.352
O -0.506 -2.683 0.077  0.201
N -0.354 -0.644 0.851  0.180
C -0.478 0.793 0.758  -0.273
C -1.993 1.213 0.923  0.017
C 0.514 1.505 0.183  -0.669
Br 0.470 3.299 -0.372  0.888
C 1.791 0.953 -0.128  -0.329
C 2.467 0.110 0.657  -0.577
Br 3.939 -0.869 -0.005  0.737
H 0.294 -0.484 -2.095  0.105
H -1.073 0.075 -1.441  0.124
H -1.158 -1.582 -2.228  0.125
H -0.435 -3.263 -0.709  0.173
H -0.460 -0.991 1.723  0.147
H -1.867 2.301 0.985  0.067
H -2.303 0.826 1.823  0.047
H -2.584 0.760 0.039  0.125
H 2.304 1.122 -1.082  0.106
H 2.400 -0.084 1.773  0.093

Calculated values
Charge: +1
ΔE to the lowest compared entry with this formula, charge and spin in eV: 0.000
Structure (SMILES): C\C(O)=[NH+]/C(C)=C(Br)\C=C\Br
LUMO energy in eV: -3.693


Entry 2:
The following is a DFT calculation (wB97M-V/def2-TZVPD) of a 2-piece molecular cluster, C7H10Cl3NO3 overall.

Last column: Mulliken spin population.
CARTESIAN COORDINATES (ANGSTROEM)
C 4.158 0.440 -2.001  0.000
C -0.442 0.498 -2.679  0.476
C 0.995 -1.396 0.329  0.033
C 0.426 0.903 0.802  0.011
C -1.366 -0.613 0.051  0.042
C 0.086 1.263 -3.860  0.096
C 0.087 -0.323 -0.158  0.041
N 0.490 -0.039 -1.596  0.737
O 3.662 1.207 -1.300  0.000
O 4.658 -0.377 -2.675  0.000
O -0.167 -0.809 -2.560  0.284
Cl -1.169 0.959 -5.094  0.096
Cl 0.116 3.055 -3.448  0.140
Cl 1.659 0.705 -4.314  0.017
H -1.457 0.902 -2.279  0.037
H 0.726 -2.403 -0.086  0.000
H 1.971 -1.190 0.044  0.000
H 0.925 -1.383 1.383  -0.008
H 1.376 1.428 0.656  -0.001
H 0.152 0.591 1.858  0.001
H -0.354 1.576 0.767  -0.001
H -2.075 0.121 -0.137  -0.003
H -1.673 -1.515 -0.560  -0.002
H -1.490 -0.933 1.064  0.002

Calculated values
Charge: 0
Multiplicity: 3
<S²>: 2.01
LUMO energy (spin up / spin down) in eV: 0.367 / -3.128


Entry 3:
The following is a DFT calculation (wB97M-V/def2-TZVPD) of a single C7H10ClFS molecule.

Last column: Löwdin charge in e.
CARTESIAN COORDINATES (ANGSTROEM)
C 0.649 -1.099 -1.068  -0.349
C -0.364 -0.676 -2.147  -0.450
C -0.871 -0.162 3.192  -0.097
C 0.117 0.064 2.047  -0.534
C -0.663 0.248 0.865  -0.794
C 0.955 -1.120 1.904  -0.129
C 1.443 -2.209 1.643  0.113
H 0.306 -0.686 -0.086  0.004
H 0.659 -2.169 -0.997  0.117
H 0.016 -0.929 -3.195  0.107
H -1.325 -1.200 -2.000  0.094
H -0.317 0.065 4.244  0.111
H -1.935 0.510 3.086  0.141
H -1.140 -1.389 3.219  0.135
H 0.614 0.971 2.209  0.111
H -1.237 -0.699 0.615  0.124
H 2.171 -3.048 1.428  0.072
F 1.842 -0.536 -1.334  -0.013
S -0.748 1.548 0.017  0.657
Cl -0.590 1.079 -2.083  0.579

Calculated values
Charge: 0
LUMO energy in eV: 0.628


Entry 4:
The following is a DFT calculation (wB97M-V/def2-TZVPD) of a 2-piece molecular cluster, C7H10ClO2S2 overall.

Last column: Löwdin charge in e.
CARTESIAN COORDINATES (ANGSTROEM)
S 2.640 -1.699 2.060  0.467
S 3.000 -0.253 0.513  0.445
Cl 2.413 -1.122 -1.292  0.348
C 1.934 1.207 1.004  -0.405
O 0.832 1.518 0.081  -0.209
C -0.254 0.528 0.147  -0.186
C -0.845 -0.183 1.507  -0.024
C -2.060 -1.303 1.447  -0.033
C -2.655 -1.725 -0.058  -0.044
C -2.106 -1.064 -1.467  -0.025
C -0.903 0.064 -1.323  0.000
H 1.731 -2.623 1.455  -0.067
H 1.610 1.047 2.119  0.112
H 2.653 2.160 1.007  0.157
H -0.370 0.160 2.547  0.097
H -2.481 -1.811 2.425  0.100
H -3.539 -2.521 -0.141  0.100
H -2.502 -1.319 -2.543  0.104
H -0.480 0.561 -2.319  0.097
O 0.281 2.695 -2.730  -0.062
H 0.914 3.412 -2.574  0.051
H 0.189 2.272 -1.863  -0.024

Calculated values
Charge: +1
ΔE to the lowest compared entry with this formula, charge and spin in eV: 9.304
LUMO energy in eV: -6.395


Entry 5:
The following is a DFT calculation (wB97M-V/def2-TZVPD) of a 2-piece molecular cluster, C7H10IN3O overall.

Last column: Mulliken spin population.
CARTESIAN COORDINATES (ANGSTROEM)
C -1.491 -1.505 -1.202  0.046
C -0.868 0.081 0.426  0.069
C -1.556 -2.635 -0.229  -0.018
C -0.713 -0.986 1.420  0.533
C 2.166 1.459 -0.066  0.002
C 1.579 2.166 -1.047  0.003
C 0.911 3.499 -0.707  -0.001
N -1.236 -0.284 -0.861  -0.013
N -0.545 -3.169 1.806  0.834
N -0.863 -2.222 1.123  0.190
O -0.587 1.218 0.578  0.277
I 2.975 -0.459 -0.420  0.008
H -1.742 -1.800 -2.195  0.001
H -2.530 -3.127 -0.064  0.013
H -0.968 -3.531 -0.543  0.015
H -0.344 -0.851 2.386  0.048
H 2.082 1.840 0.971  0.001
H 1.642 1.681 -2.065  0.000
H 1.553 4.349 -0.781  0.000
H 0.417 3.365 0.317  0.002
H 0.251 3.827 -1.612  0.000
H -0.133 -2.917 2.766  -0.009

Calculated values
Charge: 0
Multiplicity: 3
<S²>: 2.01
LUMO energy (spin up / spin down) in eV: 0.253 / -1.940


Entry 6:
The following is a DFT calculation (wB97M-V/def2-TZVPD) of a single C7H10INO3S molecule.

Last column: Löwdin charge in e.
CARTESIAN COORDINATES (ANGSTROEM)
C -1.734 -1.736 -0.820  -0.060
C -1.261 -0.338 -0.411  -0.251
C -1.518 0.425 0.679  -0.689
I -2.200 -0.028 2.583  0.914
C -1.020 1.818 0.406  -0.292
C 0.581 1.695 0.763  -0.064
C 0.948 0.808 -0.444  -0.257
S 1.782 -0.707 0.166  0.732
N 1.161 -1.863 -0.707  -0.150
O 3.207 -0.495 0.211  -0.318
O 1.365 -0.878 1.706  -0.200
C -0.380 0.629 -1.252  -0.225
O -0.937 1.927 -1.012  -0.034
H -1.924 -1.889 -1.990  0.127
H -2.632 -1.997 -0.187  0.080
H -1.027 -2.503 -0.654  0.015
H -1.518 2.679 0.843  0.146
H 1.072 2.619 0.746  0.097
H 0.855 1.201 1.681  0.079
H 1.499 1.278 -1.184  0.113
H 1.842 -2.444 -1.070  -0.011
H 2.078 -0.442 2.193  0.091
H -0.238 0.239 -2.247  0.154

Calculated values
Charge: 0
ΔE to the lowest compared entry with this formula, charge and spin in eV: 1.778
Structure (SMILES): CC1=C(I)[C@H]2C[C@@H]([S@@](=N)(=O)O)[C@@H]1O2
LUMO energy in eV: 0.415


Entry 7:
The following is a DFT calculation (wB97M-V/def2-TZVPD) of C7H10IrN2O2 as an isolated structure.

Last column: Mulliken spin population.
CARTESIAN COORDINATES (ANGSTROEM)
C -0.687 1.076 -1.630  0.066
C 0.712 1.030 -2.044  0.113
C 1.360 2.245 -1.587  0.096
C 0.391 3.033 -0.872  0.140
C -0.883 2.320 -0.907  0.142
Ir 0.559 1.227 -0.073  2.060
N -0.695 -2.328 0.398  0.072
C -0.947 -3.563 0.092  0.837
C 0.410 -1.698 -0.071  0.931
H 2.362 2.531 -1.856  0.045
H 1.213 0.340 -2.709  0.045
H 0.603 4.000 -0.452  0.044
H -1.779 2.704 -0.434  0.046
H -1.419 0.331 -1.900  0.039
H 0.451 -1.616 -1.157  -0.018
H -1.310 -3.833 -0.901  0.020
H -1.403 -1.786 0.907  0.067
H 1.305 -1.675 0.547  0.030
H -0.788 -4.344 0.826  0.021
O 0.652 -0.637 3.054  0.013
N 0.649 0.040 2.037  0.037
O 1.644 0.793 1.810  0.155

Calculated values
Charge: 0
Multiplicity: 6
<S²>: 8.77
ΔE to the lowest compared entry with this formula, charge and spin in eV: 0.671
LUMO energy (spin up / spin down) in eV: 0.557 / -2.651


Entry 8:
The following is a DFT calculation (wB97M-V/def2-TZVPD) of C7H10N as an isolated structure.

Last column: Löwdin charge in e.
CARTESIAN COORDINATES (ANGSTROEM)
C -1.623 -2.679 -0.792  0.302
C 1.902 2.133 -0.768  0.064
C 0.585 1.823 -0.928  -0.152
C -0.361 0.830 -0.318  0.017
C 0.194 -0.237 0.644  -0.306
C 0.098 -1.019 -0.690  -0.087
C -0.666 -0.606 1.827  -0.061
N -0.849 -1.882 -0.780  0.070
H -2.366 -3.460 -0.882  0.145
H 2.131 3.112 -1.091  0.054
H 2.686 1.459 -0.362  0.083
H 0.121 2.676 -1.497  0.115
H -1.380 1.216 -0.389  0.139
H 1.190 -0.111 0.982  0.124
H 0.934 -1.178 -1.403  0.176
H -0.531 -1.607 2.377  0.112
H -1.696 -0.746 1.521  0.063
H -0.369 0.275 2.549  0.142

Calculated values
Charge: +1
ΔE to the lowest compared entry with this formula, charge and spin in eV: 4.232
LUMO energy in eV: -4.714


Entry 9:
The following is a DFT calculation (wB97M-V/def2-TZVPD) of a single C7H10N2O2 molecule.

Last column: Löwdin charge in e.
CARTESIAN COORDINATES (ANGSTROEM)
C 2.850 1.669 -0.015  0.050
C 2.533 0.594 0.670  -0.089
C 1.825 -0.616 0.280  -0.500
O 1.695 -1.669 0.860  0.072
N 1.167 -0.510 -0.923  0.047
C 0.124 -1.363 -1.210  -0.234
N -1.088 -1.056 -0.478  0.076
C -1.660 0.214 -0.634  -0.450
O -1.387 0.833 -1.650  0.049
C -2.631 0.715 0.421  -0.078
C -3.032 0.018 1.465  0.027
H 3.309 2.511 0.483  0.070
H 2.689 1.675 -1.068  0.063
H 2.795 0.510 1.752  0.126
H 0.931 0.456 -1.141  0.116
H 0.442 -2.467 -1.053  0.164
H -0.142 -1.203 -2.293  0.141
H -1.069 -1.405 0.454  0.099
H -2.874 1.745 0.322  0.095
H -2.783 -1.085 1.524  0.086
H -3.695 0.434 2.232  0.069

Calculated values
Charge: 0
ΔE to the lowest compared entry with this formula, charge and spin in eV: 1.704
Structure (SMILES): C=CC(=O)NCNC(=O)C=C
LUMO energy in eV: 0.325


Entry 10:
The following is a DFT calculation (wB97M-V/def2-TZVPD) of a single C7H10N2O2 molecule.

Last column: Löwdin charge in e.
CARTESIAN COORDINATES (ANGSTROEM)
C -1.904 -1.317 2.021  -0.112
N -0.542 -0.931 1.825  -0.029
C -0.106 -0.355 0.640  -0.305
C -0.580 -1.038 -0.608  0.004
C -0.110 -0.674 -1.862  -0.093
C 1.020 0.033 -2.239  -0.115
C 1.727 1.122 -1.748  -0.025
C 1.601 1.810 -0.454  -0.039
N 0.579 1.887 0.397  -0.321
O 0.651 2.578 1.383  0.026
O -0.526 1.076 0.331  0.016
H -2.261 -1.402 3.057  0.089
H -2.564 -0.555 1.526  0.102
H -2.170 -2.292 1.586  0.078
H -0.275 -0.394 2.550  0.077
H 1.026 -0.323 0.484  0.178
H -1.350 -1.752 -0.494  0.084
H -0.610 -1.153 -2.705  0.109
H 1.341 -0.148 -3.222  0.080
H 2.573 1.583 -2.276  0.107
H 2.481 2.246 -0.193  0.092

Calculated values
Charge: 0
ΔE to the lowest compared entry with this formula, charge and spin in eV: 6.892
Structure (SMILES): CN[C@H]1\C=C/C=C\C=[N+](\[O-])O1
LUMO energy (spin up / spin down) in eV: -0.259 / -0.263